1.
The following is a quantum chemistry calculation of a 2-piece molecular cluster, C14H16O2 overall in a non-equilibrium geometry, from OMol25.

Structure (XYZ):
```
32
C14H16O2 | OMol25 | ωB97M-V with the def2-TZVPD basis set
H -5.19765 3.36354 -1.45141
H -0.85668 0.16753 2.66909
C -4.93682 3.73376 -0.46452
C -3.11088 0.90932 1.31100
C 3.63385 -3.25583 -0.44436
O 1.07941 -1.23112 1.19065
H 1.35282 -0.29762 -1.28789
H -2.18477 4.27679 -0.37021
C 2.89545 -2.67335 0.58534
O -0.80586 0.75516 1.92261
C 3.64834 -2.75731 -1.73881
C -3.82547 2.88468 0.11296
C 2.78228 -1.69328 -2.00717
C -1.51639 2.64740 0.74215
H 4.72899 -2.46831 -3.57024
H -4.60403 4.75501 -0.64340
H 1.30491 -0.36772 1.53635
H -0.50804 3.03318 0.77956
H -3.27422 -0.13287 1.54960
C -1.82065 1.43637 1.33135
C 4.68945 -3.15916 -2.72482
H 4.50363 -4.11186 -3.23369
H -5.82690 3.75228 0.15988
H 2.82217 -1.30801 -3.01968
C 1.96132 -1.70371 0.24117
H 3.00862 -3.03104 1.59744
H 4.37304 -3.97254 -0.09237
H -5.11640 1.34044 0.72010
C 1.99148 -1.12604 -1.02143
C -4.10789 1.68488 0.74849
C -2.52140 3.35446 0.08718
H 5.69559 -3.29824 -2.32947
```

Output
maximum force = 2.23 eV/Å
HOMO level = -8.4 eV
SMILES = Cc1ccc(O)cc1.Cc1ccc(O)cc1
spin multiplicity = 1
gap between HOMO and LUMO = 0.3360 hartree
M = 216.28 g mol⁻¹
energy relative to the best compared isomer or geometry (same formula, charge and spin) = 0.8282 eV

Löwdin atomic charge list, values in e, 4 entries:
1 H 0.08
2 H 0.11
3 C -0.06
4 C -0.01


2.
The following is a quantum chemistry calculation of a 2-piece molecular cluster, C4H10N2O2 overall in a non-equilibrium geometry, from OMol25.

Structure (XYZ):
```
18
C4H10N2O2 | OMol25 | ωB97M-V with the def2-TZVPD basis set
H 0.12808 0.36082 1.91051
C 1.90453 1.72071 0.45534
H 0.18744 -2.80094 -1.52952
H 0.30559 -1.14586 -2.03940
H 1.88924 2.39092 -0.40033
C 0.81937 2.30190 1.37825
H 1.57577 0.72877 0.16266
O -1.51908 -0.95119 0.42130
H 2.91174 1.58395 0.83655
N -2.36115 -1.85652 -1.50535
C 0.02682 -1.77970 -1.18954
H 0.78229 -1.54602 -0.45006
H -0.50862 1.66871 2.75028
C -1.37210 -1.48637 -0.65174
N 0.02567 1.34968 1.95170
O 0.60189 3.48482 1.49273
H -3.29955 -1.54887 -1.33669
H -2.09795 -2.47483 -2.25671
```

Output
maximum force = 1.57 eV/Å
HOMO level = -9.5 eV
SMILES = CC(N)=O.CC(N)=O
spin multiplicity = 1
gap between HOMO and LUMO = 0.3728 hartree
M = 118.14 g mol⁻¹
energy relative to the best compared isomer or geometry (same formula, charge and spin) = 0.6373 eV

Löwdin atomic charge list, values in e, 4 entries:
1 H 0.07
2 C 0.00
3 H 0.07
4 H 0.09


3.
The following is a quantum chemistry calculation of an isolated ion of composition C7H12NO5P and charge -2 in a non-equilibrium geometry, from OMol25.

Structure (XYZ):
```
26
C7H12NO5P | OMol25 | ωB97M-V with the def2-TZVPD basis set
H -1.03792 -2.56293 -1.14779
H -1.03420 1.48488 1.82793
O -3.58722 -1.30061 -0.11150
C -0.53215 0.57131 1.68129
H 1.67881 1.38456 -1.06005
H -0.25751 -3.39128 0.20067
O -3.23204 1.04445 0.97206
C -0.25325 -2.50021 -0.30599
N 0.07401 0.67275 -1.95653
H 1.15024 -1.60512 -1.88361
O -0.55521 -1.72292 0.76144
H 2.92381 1.20765 0.02395
H 1.20731 3.08975 1.41410
O 0.79146 1.00879 1.54470
P -2.70209 -0.16277 0.24362
C -0.93575 0.44998 -1.39558
O -2.20947 0.60386 -1.38671
H 1.83935 -1.91163 -0.31006
C 0.99992 2.14645 0.73097
H -0.62786 -0.01178 2.67458
C 2.15881 1.93700 -0.23693
H 1.49339 -3.27900 -1.36522
C 1.05627 -2.27567 -1.06534
H 2.55757 2.94835 -0.65192
H 0.00399 2.50963 0.24969
C -0.97027 -0.33550 0.55221
```

Output
maximum force = 3.81 eV/Å
HOMO level = 1.0 eV
SMILES = CCOCC(OCC)=P([O-])([O-])OC#N
spin multiplicity = 1
charge = -2
gap between HOMO and LUMO = 0.1940 hartree
M = 221.15 g mol⁻¹
energy relative to the best compared isomer or geometry (same formula, charge and spin) = 4.5170 eV

Löwdin atomic charge list, values in e, 4 entries:
1 H 0.14
2 H 0.08
3 O -0.38
4 C -0.25


4.
The following is a quantum chemistry calculation of C38H39AsB2CaN12OS2 as an isolated structure, from OMol25.

Structure (XYZ):
```
96
C38H39AsB2CaN12OS2 | OMol25 | ωB97M-V with the def2-TZVPD basis set
C -2.75827 -0.63845 -5.44389
H -3.34956 -1.27216 2.46101
H 0.40447 0.56101 -3.56010
H -4.54792 -4.79669 0.44107
H -3.63099 1.82653 -2.39404
C -0.47754 0.22565 -4.09803
N -0.19167 -0.81025 1.97502
C -0.23216 -2.12618 2.14243
C -1.11546 -0.95331 -3.72654
C 0.69412 -4.23246 -3.71867
C 1.00231 -3.11820 -2.94519
S 2.99759 1.48923 -1.21297
S 4.13152 1.89022 4.29837
H -2.74797 -2.30961 -4.09844
C 1.77660 4.42819 -1.03518
C 0.32048 3.10519 4.21416
C 3.85701 0.68336 3.19602
H -1.77567 2.38444 4.41909
H 2.62883 -2.17484 2.29165
H 0.67349 -2.71061 2.06373
H -2.89918 3.66485 2.28863
C 3.43645 2.78735 -0.16925
C 4.44330 4.04439 1.34478
C -3.94648 -2.95569 -0.47362
C -2.25205 -1.39268 -4.39491
H 1.72113 -1.56422 4.50835
H -0.62940 -4.77907 -1.27272
H 4.22625 -0.90869 0.42863
N 3.07444 -0.42860 3.42317
C 2.32208 -0.66857 4.64584
C 1.14686 2.91814 3.10144
H 3.23436 5.84137 0.89648
H -6.19522 1.07187 3.19446
N 2.88071 4.01897 -0.18558
H -2.43153 -5.95975 -0.07025
N -3.16058 1.56451 2.47747
H 4.37469 -3.31828 -2.97482
C 3.94457 -0.59989 1.41936
N -1.00468 2.12665 -0.44472
C -4.91184 2.87139 2.80587
H 2.53911 -1.89750 -2.08263
C -5.24444 1.51127 2.94570
H -0.33627 -4.48421 -3.94179
C -3.76125 -4.27686 -0.08700
H 3.83976 -5.31231 -4.32501
C 3.04152 -4.69522 -3.93604
H -3.90222 0.81817 0.13332
N 4.37140 0.55544 1.93776
C -2.12750 0.53980 -5.81752
C -2.29566 -1.42621 2.32697
C -2.90464 1.80283 -1.60214
H 6.13869 1.99114 1.94130
N 0.52305 2.22721 2.16115
H 0.83890 4.00270 -0.67453
H -0.49826 1.88684 -5.44919
As -0.35800 -1.95059 -2.28564
C -3.57895 2.85711 2.49723
B 5.30410 1.60558 1.17244
H -3.64386 -0.97106 -5.96809
B -1.80730 1.13784 1.89770
N 4.39185 2.79070 0.77506
C 3.13198 -1.22837 2.34558
C -1.53000 -2.56922 2.38082
C -2.94299 -2.28882 -1.15820
N -0.72718 1.98126 2.62472
C 1.72030 -5.02426 -4.21004
H 1.95844 4.08835 -2.05311
Ca 0.78037 0.68510 0.27630
H 5.72439 1.02417 0.21112
H -1.86814 -3.57164 2.56501
H -5.54631 3.72955 2.92240
C 3.34359 -3.57558 -3.17361
C 2.32259 -2.78101 -2.67274
H -2.52300 1.12458 -6.63636
N -4.19964 0.73376 2.73401
H 0.54062 3.62874 5.12481
H 1.67082 0.18155 4.83648
H -4.87232 -2.44628 -0.24241
C -2.57259 -4.93207 -0.37441
H 5.15353 4.27049 2.11690
C -3.05262 1.28173 -0.33913
C -1.56026 -4.26969 -1.05476
C -1.75334 -2.95119 -1.44955
N -1.90358 1.47599 0.34600
C 3.50717 4.81355 0.75276
C -0.85813 2.48694 3.87062
C -0.98874 0.97105 -5.14904
C -1.60361 2.31560 -1.61163
H 1.49023 -5.89311 -4.81051
H -3.08117 -1.25572 -1.45814
H -1.06957 2.80351 -2.41117
H 1.71503 5.51356 -1.01777
O 0.35541 -0.90921 -1.21168
N -1.48209 -0.37790 2.08348
H 2.15080 3.26692 2.92593
H 3.00695 -0.80013 5.48020
```

Output
maximum force = 0.67 eV/Å
⟨S²⟩ = 0.772
HOMO level (spin up / spin down) = -10.3 / -10.3 eV
spin multiplicity = 2
charge = +1
gap between HOMO and LUMO (spin up / spin down) = 0.3149 / 0.1881 hartree
M = 880.57 g mol⁻¹
energy relative to the best compared isomer or geometry (same formula, charge and spin) = 0.6273 eV

Löwdin atomic charge list, values in e, 4 entries:
1 C -0.07
2 H 0.10
3 H 0.10
4 H 0.11